1.
Below is a 2-piece molecular cluster, C4H9N3 overall at a distorted geometry, with properties calculated with ωB97M-V/def2-TZVPD.

Structure (XYZ):
```
16
Properties=species:S:1:pos:R:3:forces:R:3
C -2.3273 -0.9177 -0.6300 -2.19 -1.99 -2.07
C 1.9233 -0.3069 1.1523 -1.10 -3.21 3.50
C -0.7267 0.6397 0.3633 -2.68 -2.10 -1.65
C 1.8148 -0.2658 -1.2977 1.25 -0.04 0.01
N -1.1811 -0.3410 -0.0950 2.25 2.59 2.13
N -0.4186 1.7503 0.8887 -0.64 0.58 2.09
N 1.6964 -0.1632 -0.0413 1.47 -0.36 -2.95
H -2.0610 -1.7120 -1.4057 -0.40 0.89 1.34
H -2.9684 -0.1691 -1.1274 0.41 -0.16 0.22
H 1.3329 -1.1142 1.7688 0.56 1.58 -1.31
H 2.6974 0.1098 1.7755 0.52 0.94 -0.44
H 1.3419 0.4619 -1.9620 -0.26 -0.35 0.14
H 2.5544 -1.0148 -1.7538 -1.16 0.90 0.86
H -2.9135 -1.3391 0.2181 0.53 -0.06 -0.64
H 0.2316 2.3415 0.4097 0.16 0.88 0.09
H -0.9961 2.0405 1.7364 1.28 -0.06 -1.31
```
Positions in Å, forces in eV/Å.

Its LUMO energy is -9.354 eV. As for the total energy: -8742.89565 eV. For the max |F|, the calculation gives 0.09481 hartree/bohr. As for the net charge: +2. Its HOMO energy is -19.799 eV. The energy relative to the best compared isomer or geometry (same formula, charge and spin) comes out at 275.5 kJ/mol. The multiplicity is 1. The gap between HOMO and LUMO comes out at 10.445 eV.

Here are the natural (NBO) charges for atoms 1 to 8, given in e: number 1, C, carries -0.471; number 2, C, carries 0.106; number 3, C, carries 0.711; number 4, C, carries 0.092; number 5, N, carries -0.254; number 6, N, carries -0.777; number 7, N, carries -0.301; number 8, H, carries 0.275



2.
Below is C4H16MnN3S as an isolated structure at a distorted geometry, with properties calculated with ωB97M-V/def2-TZVPD.

Structure (XYZ):
```
25
Properties=species:S:1:pos:R:3:forces:R:3
C 1.9774 -3.0336 0.1015 1.45 -4.92 1.48
Mn 1.5037 -1.3525 -0.3907 -5.46 1.85 0.93
N 3.0483 -0.7542 -1.3730 2.59 0.66 -1.20
H 0.1153 -1.9693 0.3460 0.62 1.00 -0.37
H 0.5016 -2.2978 -1.1355 -0.75 0.19 -1.53
H 1.0810 -3.7584 0.4680 2.87 1.34 -0.98
H 2.5891 -2.5835 0.9777 -0.19 -1.41 -0.73
H 2.6160 -3.3708 -0.8495 -1.05 0.03 2.32
H 3.2932 0.1428 -0.9644 -0.06 0.22 -0.09
H 2.8293 -0.6190 -2.3464 -0.09 0.15 -0.28
H 3.8887 -1.3391 -1.3435 -0.19 -0.05 0.07
C -2.8387 0.6571 1.3855 1.01 -0.48 -0.41
N -1.3967 0.8929 1.5541 -1.93 -0.19 2.79
C -0.5180 1.0752 0.5598 2.95 -1.02 -0.15
S 1.1413 0.5930 0.8545 0.07 1.06 0.26
N -0.8789 1.7224 -0.5657 -1.07 1.21 -1.91
C -1.8854 2.8012 -0.5806 0.88 -0.28 -0.72
H -3.0960 0.7398 0.3171 -0.02 -0.15 0.50
H -3.3927 1.3904 1.9650 -0.33 0.06 0.00
H -3.0664 -0.3560 1.7400 -0.30 0.10 -0.15
H -0.9739 0.4140 2.3553 -0.37 0.35 -0.73
H -0.1419 1.7938 -1.2613 -0.41 -0.09 0.43
H -1.4146 3.7307 -0.9407 -0.27 0.03 0.17
H -2.6847 2.5234 -1.2856 0.00 0.27 0.29
H -2.2968 2.9573 0.4122 0.04 0.06 0.00
```
Positions in Å, forces in eV/Å.

Its LUMO energy (alpha / beta) is 3.442 / 3.230 eV. As for the total energy: -51026.85615 eV. For the max |F|, the calculation gives 0.11359 hartree/bohr. As for the net charge: -1. Its HOMO energy (alpha / beta) is 0.037 / -3.194 eV. The multiplicity is 6. The gap between HOMO and LUMO (alpha / beta) comes out at 3.405 / 6.424 eV.

Here are the natural (NBO) charges for atoms 1 to 8, given in e: number 1, C, carries -1.165; number 2, Mn, carries 0.587; number 3, N, carries -1.074; number 4, H, carries -0.089; number 5, H, carries -0.308; number 6, H, carries 0.230; number 7, H, carries 0.182; number 8, H, carries 0.176



3.
Below is C31H43NiP2S2Sb as an isolated structure, with properties calculated with ωB97M-V/def2-TZVPD.

Structure (XYZ):
```
80
Properties=species:S:1:pos:R:3:forces:R:3
Ni 0.2969 -1.6151 0.0966 -0.10 -0.26 0.24
C 3.1387 0.1380 -0.0445 0.09 -0.06 -0.09
P 2.2131 -1.2364 -0.7852 0.17 -0.11 0.08
C 2.3646 -0.9334 -2.5698 -0.06 -0.03 0.02
C 3.3107 -2.6867 -0.4229 -0.04 0.06 -0.04
C 2.4706 -3.9565 -0.2960 -0.05 0.06 0.04
P 0.9712 -3.5672 0.7029 0.04 0.04 -0.13
C 1.4261 -3.8873 2.4323 0.01 0.01 -0.03
C -0.1804 -4.9177 0.3177 0.04 0.05 0.03
H 4.1728 0.1325 -0.3966 0.00 0.02 0.02
H 3.1200 0.0482 1.0421 -0.02 0.00 -0.02
H 2.6649 1.0775 -0.3220 -0.04 0.04 0.01
H 3.4007 -0.7560 -2.8585 0.02 0.00 0.00
H 1.7605 -0.0593 -2.8177 0.00 -0.01 0.01
H 1.9636 -1.7831 -3.1220 0.01 0.00 -0.01
H 3.7997 -2.4641 0.5297 0.01 0.01 -0.01
H 4.0951 -2.7859 -1.1753 0.02 0.01 0.00
H 3.0373 -4.7898 0.1236 0.00 -0.02 0.01
H 2.1045 -4.2646 -1.2789 -0.01 -0.03 -0.01
H 1.6888 -4.9350 2.5823 0.01 -0.01 0.01
H 0.5711 -3.6309 3.0588 0.00 0.01 0.01
H 2.2632 -3.2532 2.7237 0.00 0.01 0.00
H 0.2812 -5.8938 0.4750 0.00 -0.01 0.01
H -0.5094 -4.8251 -0.7167 0.00 0.01 0.00
H -1.0529 -4.8022 0.9593 -0.02 -0.03 0.00
C -3.2219 1.0542 -0.7913 0.02 0.00 -0.04
C -2.2383 0.0679 -0.2199 -0.14 0.09 0.02
S -0.7079 -0.1133 -1.0445 0.05 0.10 -0.14
C -2.5088 -0.6592 0.8708 -0.12 0.02 0.03
C -3.8032 -0.5372 1.6288 -0.01 -0.02 0.00
S -1.3234 -1.7741 1.5055 0.10 -0.05 -0.10
H -2.7813 1.6280 -1.6058 -0.01 -0.05 -0.01
H -3.5609 1.7646 -0.0341 0.00 0.00 0.03
H -4.1049 0.5391 -1.1802 -0.01 0.00 -0.01
H -3.8340 0.3955 2.1999 0.00 0.01 0.01
H -3.9242 -1.3625 2.3304 0.01 0.01 0.00
H -4.6615 -0.5385 0.9537 0.00 0.01 -0.01
C 0.6447 6.5497 -1.7921 0.02 0.01 -0.02
C 1.5994 6.3552 -0.6447 -0.03 0.03 0.00
C 2.4023 7.4232 -0.2492 0.00 0.01 0.00
C 3.2831 7.3190 0.8164 0.01 0.00 0.00
C 3.3807 6.1218 1.5062 0.00 0.01 0.01
C 2.5885 5.0518 1.1181 0.00 -0.03 0.01
C 1.6860 5.1505 0.0606 -0.02 -0.01 -0.03
Sb 0.6438 3.2814 -0.2743 0.04 0.04 0.09
C -1.0578 3.8206 -1.4693 -0.04 0.00 0.00
C -2.2292 4.2958 -0.8905 0.03 0.04 0.01
C -3.3415 4.5994 -1.6635 -0.01 0.00 0.00
C -3.2939 4.4064 -3.0338 0.00 0.00 0.01
C -2.1411 3.9002 -3.6167 0.00 -0.01 0.00
C -1.0196 3.5966 -2.8520 0.01 -0.01 0.00
C 0.1916 2.9999 -3.5198 0.00 0.01 0.00
C -0.3567 3.2042 1.6234 -0.07 0.01 -0.01
C -0.5389 1.9000 2.0895 0.07 -0.11 -0.11
C -1.1680 1.6391 3.2973 -0.01 0.01 0.03
C -1.6195 2.6992 4.0655 0.00 -0.03 -0.01
C -1.4502 3.9981 3.6113 0.00 0.01 -0.01
C -0.8288 4.2792 2.3950 -0.03 -0.01 0.01
C -0.7131 5.7272 1.9887 0.04 -0.01 0.00
H 0.8000 7.5219 -2.2586 -0.01 0.02 0.00
H -0.3953 6.4895 -1.4642 0.02 0.01 -0.01
H 0.7768 5.7854 -2.5586 -0.01 -0.01 -0.01
H 2.3285 8.3599 -0.7895 0.00 0.01 -0.01
H 3.8906 8.1681 1.1022 0.01 0.01 0.00
H 4.0653 6.0192 2.3382 0.01 0.00 0.01
H 2.6655 4.1195 1.6720 0.01 -0.01 0.00
H -2.2902 4.4162 0.1837 0.00 0.00 0.01
H -4.2427 4.9722 -1.1935 -0.01 0.00 0.01
H -4.1548 4.6343 -3.6490 -0.01 0.01 -0.01
H -2.1130 3.7284 -4.6864 0.00 0.00 -0.01
H 0.0596 2.9634 -4.6004 0.01 -0.01 -0.02
H 0.3528 1.9813 -3.1569 0.00 0.00 0.00
H 1.1006 3.5703 -3.3132 0.01 0.02 0.00
H -0.2037 1.0552 1.4883 -0.02 0.11 0.10
H -1.3053 0.6132 3.6148 0.00 -0.01 0.01
H -2.1132 2.5202 5.0125 -0.01 0.00 0.01
H -1.8194 4.8241 4.2089 0.00 0.01 0.01
H -1.5120 6.3079 2.4514 0.00 0.01 -0.01
H -0.7735 5.8636 0.9101 -0.01 -0.01 0.00
H 0.2405 6.1525 2.3080 0.01 0.00 0.00
```
Positions in Å, forces in eV/Å.

Its LUMO energy is 0.463 eV. As for the total energy: -120675.69734 eV. For the max |F|, the calculation gives 0.00711 hartree/bohr. As for the net charge: 0. Its HOMO energy is -6.496 eV. The energy relative to the best compared isomer or geometry (same formula, charge and spin) comes out at 12.0 kJ/mol. The multiplicity is 1. The gap between HOMO and LUMO comes out at 6.959 eV.

Here are the Mulliken charges for atoms 1 to 8, given in e: number 1, Ni, carries -0.441; number 2, C, carries -1.099; number 3, P, carries 1.145; number 4, C, carries -0.942; number 5, C, carries -0.966; number 6, C, carries -0.983; number 7, P, carries 0.884; number 8, C, carries -1.320



Question: Number 3 is which compound?
Answer: C31H43NiP2S2Sb



Repeat the first record exactly.
Below is a 2-piece molecular cluster, C4H9N3 overall at a distorted geometry, with properties calculated with ωB97M-V/def2-TZVPD.

Structure (XYZ):
```
16
Properties=species:S:1:pos:R:3:forces:R:3
C -2.3273 -0.9177 -0.6300 -2.19 -1.99 -2.07
C 1.9233 -0.3069 1.1523 -1.10 -3.21 3.50
C -0.7267 0.6397 0.3633 -2.68 -2.10 -1.65
C 1.8148 -0.2658 -1.2977 1.25 -0.04 0.01
N -1.1811 -0.3410 -0.0950 2.25 2.59 2.13
N -0.4186 1.7503 0.8887 -0.64 0.58 2.09
N 1.6964 -0.1632 -0.0413 1.47 -0.36 -2.95
H -2.0610 -1.7120 -1.4057 -0.40 0.89 1.34
H -2.9684 -0.1691 -1.1274 0.41 -0.16 0.22
H 1.3329 -1.1142 1.7688 0.56 1.58 -1.31
H 2.6974 0.1098 1.7755 0.52 0.94 -0.44
H 1.3419 0.4619 -1.9620 -0.26 -0.35 0.14
H 2.5544 -1.0148 -1.7538 -1.16 0.90 0.86
H -2.9135 -1.3391 0.2181 0.53 -0.06 -0.64
H 0.2316 2.3415 0.4097 0.16 0.88 0.09
H -0.9961 2.0405 1.7364 1.28 -0.06 -1.31
```
Positions in Å, forces in eV/Å.

Its LUMO energy is -9.354 eV. As for the total energy: -8742.89565 eV. For the max |F|, the calculation gives 0.09481 hartree/bohr. As for the net charge: +2. Its HOMO energy is -19.799 eV. The energy relative to the best compared isomer or geometry (same formula, charge and spin) comes out at 275.5 kJ/mol. The multiplicity is 1. The gap between HOMO and LUMO comes out at 10.445 eV.

Here are the natural (NBO) charges for atoms 1 to 8, given in e: number 1, C, carries -0.471; number 2, C, carries 0.106; number 3, C, carries 0.711; number 4, C, carries 0.092; number 5, N, carries -0.254; number 6, N, carries -0.777; number 7, N, carries -0.301; number 8, H, carries 0.275